Record 1
Below is 8 unconnected molecules or ions with the total composition C48H45N10O16P in a non-equilibrium geometry, with properties calculated with ωB97M-V/def2-TZVPD.

```
120
Properties=species:S:1:pos:R:3:forces:R:3:lowdin_charge:R:1
C -1.4139 -0.6107 2.8018 0.8 0.1 0.6 -0.082
O -1.1951 0.7664 2.4635 -0.3 -0.4 -0.6 -0.205
C -0.8239 0.8823 1.0954 -0.4 -0.2 0.0 -0.218
C 0.7329 1.1718 0.9210 -0.3 1.4 1.1 -0.453
C 1.3214 1.0720 2.3147 -1.8 0.3 -5.1 -0.202
N 1.9967 0.8379 3.1779 2.1 -0.6 3.3 0.214
C 0.8519 2.6590 0.4364 1.3 0.8 1.4 -0.132
C 2.2576 3.0387 -0.0129 -5.2 -1.4 1.4 -0.190
N 3.1437 3.1753 -0.6824 3.7 0.8 -1.9 0.187
P 1.3963 -0.1330 -0.2920 -0.5 -2.0 -1.2 0.941
N 2.9413 -0.7200 0.2660 -0.9 0.5 0.3 -0.151
O 1.7668 0.5903 -1.7679 0.2 0.5 1.3 -0.311
H -0.4328 -1.1322 2.7134 -0.7 -0.1 -0.1 0.093
H -1.6924 -0.6421 3.8688 -0.1 0.0 -0.5 0.096
H -2.1836 -1.0866 2.1662 0.4 0.3 0.3 0.094
H -1.4336 1.6975 0.6597 0.5 -0.2 0.2 0.133
H -1.1047 -0.0404 0.5600 0.3 0.5 0.1 0.061
H 0.0850 2.9315 -0.3046 0.7 -0.3 -0.1 0.124
H 0.6525 3.2957 1.3255 -0.2 -0.3 -0.5 0.130
H 2.9321 -1.7092 0.0073 0.1 0.3 -0.2 0.022
H 2.9568 -0.7490 1.2914 0.2 0.5 -0.2 0.020
H 1.0655 0.3955 -2.4056 0.0 -0.1 0.3 0.056
C 3.3409 0.9315 7.4646 0.1 0.0 0.0 -0.072
C 4.4164 0.8130 8.3364 -0.1 0.0 -0.1 -0.072
C 5.6997 0.6509 7.8371 0.1 0.0 0.2 -0.009
C 5.8921 0.6134 6.4645 -0.5 0.1 0.2 -0.148
C 4.8256 0.7234 5.5857 0.0 0.0 -0.2 -0.002
C 3.5444 0.8826 6.0910 0.0 0.0 0.3 -0.074
N 7.2530 0.4663 5.9326 0.3 0.0 -0.1 -0.354
O 8.1642 0.3533 6.7321 -0.2 0.0 -0.1 0.072
O 7.3919 0.4693 4.7238 0.0 0.0 0.2 0.075
H 2.3396 1.0636 7.8574 0.0 0.0 0.0 0.105
H 4.2542 0.8502 9.4062 0.1 0.0 0.0 0.106
H 6.5324 0.5592 8.5209 0.1 0.0 -0.2 0.117
H 4.9764 0.6893 4.5151 0.1 0.0 0.1 0.114
H 2.7067 0.9719 5.4147 0.1 0.0 0.0 0.057
C 4.6442 1.8268 -4.1849 0.0 0.1 0.0 -0.063
C 5.6959 2.0163 -5.0727 -0.1 -0.1 0.1 -0.066
C 6.2737 0.9271 -5.7079 0.2 0.1 -0.1 -0.007
C 5.7864 -0.3443 -5.4486 -0.2 0.3 0.2 -0.150
C 4.7422 -0.5458 -4.5591 -0.1 -0.1 0.1 0.000
C 4.1702 0.5473 -3.9249 0.0 0.0 -0.1 -0.057
N 6.3791 -1.4974 -6.1375 0.1 -0.2 -0.1 -0.354
O 7.3065 -1.2881 -6.8975 -0.1 0.0 0.1 0.073
O 5.9066 -2.5965 -5.9117 0.1 0.2 0.0 0.071
H 4.1908 2.6796 -3.6933 0.0 -0.1 0.0 0.099
H 6.0639 3.0148 -5.2719 0.0 -0.1 0.0 0.107
H 7.0920 1.0821 -6.3977 0.0 -0.2 0.0 0.118
H 4.3667 -1.5392 -4.3546 0.1 0.0 -0.1 0.117
H 3.3520 0.4050 -3.2296 0.2 0.0 -0.1 0.070
C -0.3794 -6.6714 -0.6784 0.1 0.1 0.0 -0.055
C -1.5446 -6.4344 -1.3987 0.5 0.2 0.0 -0.078
C -2.0357 -5.1438 -1.5142 -0.2 -0.1 -0.1 0.011
C -1.3507 -4.1003 -0.9075 0.2 -0.4 0.1 -0.146
C -0.1923 -4.3266 -0.1809 0.2 0.1 0.1 -0.011
C 0.2933 -5.6208 -0.0675 -0.1 -0.1 -0.1 -0.063
N -1.8530 -2.7317 -1.0467 -0.1 0.1 0.0 -0.333
O -2.8801 -2.5614 -1.6733 0.2 0.0 0.1 0.087
O -1.2043 -1.8343 -0.5262 -0.4 -0.4 -0.2 -0.026
H 0.0053 -7.6805 -0.5938 0.0 0.0 0.0 0.114
H -2.0630 -7.2563 -1.8678 0.2 0.3 0.0 0.077
H -2.9425 -4.9658 -2.0772 0.1 0.2 0.0 0.122
H 0.3376 -3.5117 0.2949 -0.2 0.1 -0.1 0.104
H 1.1987 -5.8107 0.4951 0.0 0.0 0.0 0.107
C 4.5763 6.2251 -0.9082 0.1 -0.1 0.0 -0.076
C 3.4257 6.5014 -1.6348 0.1 0.1 0.1 -0.072
C 2.9780 7.8080 -1.7552 -0.2 -0.1 -0.1 -0.005
C 3.6942 8.8285 -1.1471 0.1 -0.4 0.0 -0.150
C 4.8402 8.5638 -0.4134 0.2 0.1 0.1 -0.004
C 5.2804 7.2539 -0.2947 -0.2 0.0 -0.1 -0.061
N 3.2369 10.2145 -1.2941 0.0 0.2 0.0 -0.344
O 2.2144 10.4093 -1.9309 0.1 0.0 0.1 0.049
O 3.9032 11.0904 -0.7784 -0.1 -0.1 -0.1 0.083
H 4.9254 5.2035 -0.8208 -0.1 0.0 0.0 0.089
H 2.8798 5.6963 -2.1098 0.0 0.0 0.0 0.097
H 2.0810 8.0156 -2.3226 0.1 0.2 0.1 0.113
H 5.3949 9.3600 0.0641 -0.1 0.1 -0.1 0.119
H 6.1752 7.0342 0.2734 0.0 0.0 0.0 0.110
C -8.0193 -7.7351 0.7810 0.0 0.0 0.0 -0.058
C -6.9587 -7.8268 1.6735 0.0 0.1 -0.3 -0.054
C -5.6607 -7.9342 1.1983 0.1 0.0 0.2 0.014
C -5.4394 -7.9443 -0.1710 -0.5 0.1 0.2 -0.142
C -6.4912 -7.8607 -1.0707 -0.1 0.0 -0.3 -0.004
C -7.7866 -7.7563 -0.5888 0.0 0.0 0.2 -0.064
N -4.0676 -8.0330 -0.6766 0.1 -0.1 0.0 -0.321
O -3.1669 -8.1241 0.1397 -0.3 -0.2 -0.3 0.082
O -3.9065 -8.0062 -1.8895 -0.3 -0.3 0.4 0.051
H -9.0326 -7.6458 1.1551 0.0 0.0 0.0 0.107
H -7.1422 -7.8112 2.7339 0.2 0.0 0.0 0.064
H -4.8397 -8.0053 1.8986 0.1 0.0 -0.2 0.122
H -6.3171 -7.8735 -2.1380 0.2 0.0 0.1 0.119
H -8.6162 -7.6876 -1.2809 0.1 0.0 0.0 0.108
C 3.4213 11.2752 -6.1371 0.0 0.0 0.0 -0.065
C 2.7042 10.4818 -5.2505 0.1 0.1 -0.1 -0.056
C 2.0940 9.3199 -5.6973 -0.1 -0.1 0.2 0.001
C 2.2125 8.9615 -7.0309 0.2 0.4 0.2 -0.147
C 2.9192 9.7489 -7.9264 0.1 0.0 -0.2 -0.006
C 3.5251 10.9116 -7.4741 -0.1 0.0 0.2 -0.067
N 1.5879 7.7184 -7.5005 -0.1 -0.2 -0.1 -0.353
O 0.9591 7.0600 -6.6917 0.1 0.1 -0.1 0.071
O 1.7376 7.4156 -8.6692 0.0 0.1 0.2 0.076
H 3.9019 12.1798 -5.7843 0.0 0.0 0.0 0.109
H 2.6233 10.7678 -4.2092 -0.1 0.0 -0.1 0.086
H 1.5374 8.7074 -5.0013 0.0 -0.1 -0.2 0.114
H 3.0067 9.4702 -8.9676 -0.1 -0.1 0.1 0.119
H 4.0821 11.5334 -8.1632 0.0 -0.1 0.0 0.107
C -12.5231 -6.5528 5.8652 0.0 0.0 0.0 -0.068
C -11.4260 -5.7627 6.1839 -0.1 -0.1 -0.1 -0.063
C -10.1521 -6.1590 5.8069 0.1 0.2 0.1 -0.001
C -9.9920 -7.3456 5.1081 -0.4 0.1 0.1 -0.144
C -11.0786 -8.1459 4.7907 -0.1 -0.2 -0.1 -0.002
C -12.3494 -7.7447 5.1733 0.1 0.1 0.1 -0.064
N -8.6485 -7.7560 4.6860 0.1 -0.1 0.1 -0.341
O -7.7125 -7.0420 4.9950 -0.1 -0.1 -0.1 0.082
O -8.5439 -8.7875 4.0441 -0.2 0.1 0.3 0.061
H -13.5180 -6.2379 6.1564 0.0 0.0 0.0 0.109
H -11.5648 -4.8352 6.7244 0.0 0.0 0.0 0.110
H -9.3026 -5.5390 6.0584 0.1 -0.1 -0.1 0.120
H -10.9509 -9.0737 4.2497 0.2 0.1 0.0 0.120
H -13.2061 -8.3594 4.9291 0.1 0.0 0.0 0.110
```
Positions in Å, forces in eV/Å.

Output
Net charge: 0
Total energy: -107434.8298 eV
HOMO-LUMO gap: 7.55 eV
Energy relative to the best compared isomer or geometry (same formula, charge and spin): 128.9 kJ/mol
Highest occupied orbital energy: -8.634 eV

=====

Record 2
Below is C6H8N2O2 in the gas phase in a non-equilibrium geometry, with properties calculated with ωB97M-V/def2-TZVPD.

```
18
Properties=species:S:1:pos:R:3:forces:R:3:lowdin_charge:R:1
N 2.5351 -0.6622 -0.3657 -1.2 -1.5 1.7 0.119
C 1.7919 0.1955 0.2742 0.9 -0.4 -5.2 -0.419
C 0.3133 0.1939 0.1270 -0.2 -0.3 2.4 -0.256
C -0.6252 0.7853 -0.9495 0.3 0.3 -0.4 -0.163
C -1.1084 -0.6530 -1.1647 -0.1 0.0 -0.2 -0.080
N -0.4328 -1.1155 0.0918 0.0 -0.2 0.0 -0.016
C -1.2164 -0.6552 1.2852 -0.3 0.0 0.2 -0.083
C -0.7183 0.7846 1.1156 0.0 -0.1 0.2 -0.178
O -1.4015 1.4668 0.0504 -0.1 0.0 -0.2 -0.027
H -0.3409 1.4285 -1.7887 -0.1 -0.1 0.2 0.156
H -2.1918 -0.8241 -1.2059 0.3 0.1 0.0 0.126
H -0.6213 -1.1136 -2.0343 -0.1 0.1 0.2 0.122
H -2.2990 -0.8271 1.2300 0.2 0.0 0.0 0.124
H -0.8090 -1.1176 2.1938 -0.1 0.0 -0.2 0.122
H -0.5112 1.4269 1.9779 -0.1 -0.1 -0.2 0.154
O 2.3533 1.3767 0.1310 2.9 0.5 -1.1 -0.010
H 2.0721 -1.5680 -0.4205 0.2 -0.2 -0.1 0.057
H 3.2101 0.8781 -0.5475 -2.5 2.1 2.7 0.252
```
Positions in Å, forces in eV/Å.

Output
Net charge: 0
Total energy: -13421.9641 eV
HOMO-LUMO gap: 9.55 eV
Energy relative to the best compared isomer or geometry (same formula, charge and spin): 521.9 kJ/mol
Highest occupied orbital energy: -9.157 eV